# 1
Below is C23H40AlBClF3MgN3NaO18P as an isolated structure in a non-equilibrium geometry, with properties calculated with the ωB97M-V functional and the def2-TZVPD basis.

Cartesian coordinates (Å):
1 Cl 10.024090 4.061103 -3.426511
2 P 1.232962 4.428838 2.595314
3 Al -0.798741 -1.334823 2.418170
4 Mg 2.630246 7.150325 1.097149
5 Na -0.783239 2.510277 -0.105665
6 F 1.135635 1.856920 2.278804
7 F -0.735877 -5.517648 5.492151
8 F -0.156715 -3.411949 6.047305
9 O -0.790707 2.656922 3.110566
10 O -0.491135 -3.395207 -4.144071
11 O 8.661903 4.395988 -3.784401
12 O 10.311000 4.624866 -2.129150
13 O -1.114199 0.524691 3.627443
14 O 1.660734 4.867862 1.100368
15 O 2.799529 0.798678 0.136162
16 O -4.662884 3.577544 3.542568
17 O 10.933381 4.597936 -4.395750
18 O -1.716653 -3.728122 4.303524
19 O 0.641786 -3.725180 1.811259
20 O -2.172332 -3.024142 2.237526
21 O 10.152900 2.627909 -3.370808
22 O -6.387679 3.006625 -0.196907
23 O -4.931268 2.230685 -1.572709
24 O 0.581757 -4.281835 3.980704
25 O 0.194227 5.502399 3.017640
26 O -6.522769 3.488587 -2.283474
27 N -1.389078 -3.828196 -3.471601
28 N -5.963727 2.914971 -1.363054
29 N 2.365648 4.186823 3.572624
30 C -1.364367 1.403896 2.847331
31 C -3.271020 3.391822 0.982560
32 C -3.213287 -5.443855 -3.091824
33 C 7.381749 2.639279 0.279041
34 C -2.390908 -2.432606 -1.745295
35 C -1.643312 -4.767733 -1.162696
36 C -2.017341 -5.093758 -3.983530
37 C 4.956141 3.643024 -0.603621
38 C -1.315407 -3.527447 -2.008009
39 C -1.404424 -3.487886 3.107216
40 C 6.027241 3.567882 -1.477044
41 C 6.311220 2.721012 1.158092
42 C -2.573124 -4.838148 -5.390276
43 C -3.515729 1.916790 1.415281
44 C -2.893352 -5.556692 -1.588894
45 C 0.272024 2.870182 2.234735
46 C 5.095635 3.221408 0.715858
47 C 0.038951 -3.004309 -1.560724
48 C 7.238526 3.063507 -1.037365
49 C -2.228827 1.055841 1.601897
50 C -5.828151 3.454531 4.148398
51 C -1.019638 -6.247050 -4.041837
52 C 0.087648 -3.852028 2.878060
53 B -0.485458 -4.268526 5.052056
54 H 6.423706 2.394255 2.183736
55 H -2.757146 -6.601082 -1.312931
56 H 4.003252 4.031928 -0.951442
57 H 2.719368 -0.107132 -0.180303
58 H -3.921857 4.020640 1.558490
59 H -5.990768 2.531817 4.734862
60 H 3.287149 4.350406 3.200232
61 H -1.628062 1.206357 0.700163
62 H -3.147751 -5.699670 -5.716593
63 H 2.215262 0.837213 0.896378
64 H 0.317287 -2.086500 -2.080742
65 H -6.718200 3.502604 3.462683
66 H 5.924052 3.902047 -2.500662
67 H 4.253854 3.279166 1.401171
68 H -2.231897 3.675085 1.199500
69 H -2.419172 -2.159853 -0.692808
70 H 0.140709 5.578139 3.980095
71 H -0.605488 -6.506391 -3.068368
72 H -4.037816 1.465868 0.579932
73 H -0.780767 -5.436095 -1.174171
74 H -0.188263 -6.024653 -4.711502
75 H -3.390890 -2.771570 -2.019127
76 H -1.779019 -4.671410 -6.117065
77 H -3.664339 -6.367735 -3.444292
78 H -3.462117 3.531575 -0.072914
79 H 0.001552 -2.783271 -0.496500
80 H -1.533839 -7.122089 -4.428987
81 H -3.984140 -4.680008 -3.221557
82 H 2.619665 5.081425 1.099354
83 H -1.751556 -4.456044 -0.125695
84 H -3.757083 -5.211281 -1.022339
85 H -2.186736 -1.526952 -2.320087
86 H 8.063228 3.007876 -1.724859
87 H -4.183216 1.862372 2.256046
88 H -2.462466 0.012618 1.655981
89 H 8.330531 2.245957 0.616817
90 H 0.830326 -3.738704 -1.716092
91 H -0.189354 2.929109 1.261285
92 H -3.234311 -3.970861 -5.402571
93 H -6.077274 4.282865 4.860300

Atomic forces in eV per Å
Cl 0.2 0.0 -0.2
P 1.5 -0.4 0.5
Al 0.8 -0.1 -0.8
Mg 0.2 1.3 -0.1
Na -0.6 0.4 -3.6
F 0.6 -1.0 -0.2
F -0.2 -0.3 -0.3
F 0.0 0.5 -0.1
O -0.5 -0.8 -0.4
O -1.7 0.4 0.2
O -0.2 0.0 0.1
O -0.1 0.1 0.1
O -0.4 0.1 0.4
O -0.8 -0.2 -0.3
O -0.5 0.1 -0.3
O -0.1 0.3 0.2
O 0.0 0.0 0.0
O -0.2 0.1 -0.2
O -0.4 0.3 -0.3
O 0.8 0.7 0.2
O -0.1 -0.1 0.0
O 0.1 0.0 0.2
O 0.4 -0.2 0.0
O -0.5 0.2 -0.2
O -1.1 0.3 -0.2
O 0.0 0.0 0.0
N 4.3 -1.8 0.0
N 0.0 0.1 0.1
N -0.1 0.0 -0.1
C -0.3 -0.2 0.2
C 0.7 -1.2 0.3
C -0.1 0.5 0.7
C -0.1 0.0 0.0
C -0.2 0.0 -0.5
C -0.3 -0.9 -0.6
C -2.6 -0.6 -0.7
C -0.2 0.1 0.2
C -1.3 1.3 1.9
C -1.0 -1.3 0.4
C -0.1 0.1 -0.1
C 0.0 0.0 0.1
C 0.4 0.6 -0.2
C 0.4 0.1 -1.1
C 0.0 0.1 0.0
C -1.0 1.6 0.5
C 0.0 0.2 0.0
C 0.4 0.3 -0.8
C 0.1 -0.1 0.1
C -0.1 2.8 0.6
C -0.6 -1.0 0.7
C 1.0 0.4 0.3
C 0.9 -0.5 -0.2
B 0.6 -0.6 1.5
H 0.0 0.0 0.0
H 0.1 0.0 0.0
H 0.0 0.0 0.0
H 0.2 -0.1 0.0
H -0.1 0.5 0.1
H 0.4 0.0 -0.1
H 0.5 -0.3 0.5
H -0.4 -1.2 0.5
H 0.0 -0.1 0.1
H 0.2 -0.1 0.3
H 0.0 0.0 0.0
H 0.2 0.5 -0.2
H 0.1 0.0 0.0
H 0.0 -0.1 0.0
H -0.1 0.5 0.3
H 0.2 -0.3 0.1
H -0.1 0.2 0.2
H -0.1 0.0 0.0
H -0.3 -0.3 -0.2
H 0.1 0.1 -0.1
H 0.0 0.1 0.0
H 0.0 0.0 0.0
H 0.0 0.0 0.0
H 0.1 0.0 -0.2
H -0.2 -0.1 -0.3
H -0.2 -0.2 0.1
H -0.2 0.1 0.0
H 0.1 0.0 -0.2
H 0.2 -1.0 -0.2
H 0.1 0.3 0.0
H 0.0 0.0 0.0
H 0.1 -0.1 -0.1
H 0.2 0.0 -0.1
H 0.1 0.0 0.6
H -0.3 -0.4 0.0
H 0.0 0.0 0.0
H 0.0 0.0 0.0
H 1.3 0.6 1.5
H 0.0 0.0 0.0
H 0.1 0.4 -0.4

Calculated values
HOMO energy   -9.5 eV
Maximum force   4.632 eV/A
Spin multiplicity   1
LUMO energy   -8.48 eV
Frontier orbital gap   1.05 eV
E_tot   -4148.85770 Ha
Charge   +1

=====

# 2
Below is a 3-piece molecular cluster, C23H40BFN2O11PS overall in a non-equilibrium geometry, with properties calculated with the ωB97M-V functional and the def2-TZVPD basis.

Cartesian coordinates (Å):
1 S 5.504458 -0.696177 2.011163
2 P 1.821741 -0.119950 -0.086799
3 F -1.602970 1.312543 4.662156
4 O -0.643833 -2.165814 1.083117
5 O 0.399942 -0.342471 -1.077899
6 O 2.063107 6.157708 -0.276445
7 O -2.842466 -2.058333 -0.191546
8 O 3.594848 7.856675 -2.395651
9 O -5.381337 -5.598158 -3.205245
10 O -3.734028 -6.827011 -5.556434
11 O -2.594276 -0.687023 1.865772
12 O 2.240101 1.529493 -0.313757
13 O -2.340325 -4.950905 -2.969235
14 O 5.159357 5.885342 0.015007
15 N 3.151382 1.093620 2.517716
16 N 2.073379 0.231168 2.801025
17 C 4.139524 4.895526 0.119319
18 C 6.122836 5.764041 1.045498
19 C -4.320245 -6.280688 -2.534903
20 C 1.297290 -0.456159 1.738734
21 C 2.988638 5.219846 -0.829773
22 C -1.492614 -3.901214 -2.537912
23 C 2.438532 8.181449 -1.627433
24 C 4.265008 0.339444 2.470297
25 C 3.466255 8.266687 -3.745606
26 C 0.312348 -1.107347 6.307862
27 C -1.320767 -2.684432 4.195797
28 C -0.996393 1.256101 6.003618
29 C 2.507496 7.516871 -0.256213
30 C 1.785800 0.060487 4.248041
31 C -5.060574 -5.093712 -4.504419
32 C 0.100213 -1.463057 2.091189
33 C -1.036208 -0.232045 6.645884
34 C -3.724294 -8.002677 -6.346147
35 C -1.953365 -3.836394 4.383805
36 C -0.184873 -1.672257 3.646274
37 C -5.008921 -6.188082 -5.566981
38 C -3.274553 -5.329001 -1.961816
39 C 0.645623 -0.901483 4.746921
40 B -1.985060 -1.633831 0.925097
41 H -1.981860 -0.825539 6.309542
42 H 3.344428 5.546515 -1.808648
43 H 1.603211 2.146656 0.127790
44 H 5.661360 5.941649 2.022186
45 H -2.077180 -2.999509 -2.336270
46 H -3.765600 -4.435655 -1.557786
47 H 2.393254 0.630035 5.055900
48 H -2.714557 -8.417093 -6.332108
49 H -4.796357 -6.800459 -1.697808
50 H 0.104094 -2.234813 6.516503
51 H -3.872338 -7.042554 -3.174947
52 H -4.412051 -8.746496 -5.931590
53 H 0.031692 0.581531 -1.175875
54 H -3.509711 -2.645917 0.264643
55 H -1.603702 2.012805 6.651370
56 H 3.769558 4.848064 1.150348
57 H 2.411269 4.302864 -0.984250
58 H -5.153146 -5.741383 -6.557088
59 H -3.280028 -1.169323 2.409960
60 H 1.809010 8.037899 0.405352
61 H -2.418814 -4.881403 4.584039
62 H 6.894986 6.518244 0.883750
63 H 2.642091 7.732543 -4.228507
64 H 1.211799 -0.755252 6.939456
65 H 1.537017 7.851287 -2.156754
66 H -0.783863 -3.682698 -3.339475
67 H 4.578506 3.929850 -0.157099
68 H 0.088204 1.683907 5.951231
69 H 3.304013 9.347308 -3.807631
70 H -2.720470 -5.834578 -1.161986
71 H 4.392599 8.018983 -4.267720
72 H -4.144444 -4.500623 -4.482684
73 H 2.411187 9.270043 -1.504099
74 H -0.934369 -4.197959 -1.643766
75 H -3.996307 -7.774980 -7.382306
76 H -5.880058 -4.415322 -4.759797
77 H -1.015654 -0.087439 7.801573
78 H -5.797523 -6.925775 -5.379836
79 H 6.589468 4.773140 1.024221
80 H 3.499479 7.602675 0.190078

Atomic forces in eV per Å
S -4.1 3.8 1.9
P 0.2 0.0 -2.3
F 1.3 -0.4 2.3
O 0.2 3.2 2.1
O 1.5 2.3 2.3
O 0.3 -0.1 -0.1
O 1.7 -0.6 3.4
O -0.2 -0.1 0.0
O 0.4 0.0 -0.1
O -0.1 -0.1 0.1
O 1.1 -2.8 -0.6
O -2.1 -1.7 1.5
O -0.1 0.1 0.1
O -0.2 -0.1 0.2
N 4.5 -3.0 -0.2
N -3.9 -3.0 2.7
C 0.4 0.5 -0.5
C -0.1 0.1 -0.3
C -0.3 0.4 0.2
C -2.4 -0.1 2.5
C -0.2 0.1 0.5
C -0.2 -0.1 -0.3
C 0.7 -0.1 0.1
C -0.3 -0.9 -2.3
C 0.1 -0.1 0.2
C -0.4 0.4 -1.1
C -1.1 -5.4 -0.8
C -0.5 0.5 0.4
C -0.4 0.0 -0.2
C -2.8 -2.5 -0.7
C -0.4 -0.3 0.0
C 1.7 1.4 3.1
C 0.6 0.3 0.1
C 0.1 0.2 0.1
C 3.6 5.6 -1.0
C 0.6 0.6 0.1
C 0.7 0.2 0.1
C 0.4 -0.3 -0.6
C 1.1 0.3 -3.6
B -2.4 0.4 -0.5
H 1.7 1.3 0.7
H 0.2 0.1 0.1
H 0.7 -0.4 -0.5
H 0.0 -0.1 0.1
H 0.1 0.0 0.1
H -0.1 0.0 0.0
H -0.9 -0.9 -2.1
H -0.1 0.1 0.0
H 0.0 0.1 0.0
H 0.5 2.1 -0.5
H 0.2 0.2 -0.1
H -0.1 0.0 -0.1
H 0.1 -1.3 -0.1
H 0.6 0.9 -1.1
H 1.0 -1.6 -1.2
H -0.1 -0.1 0.0
H 0.0 0.0 0.0
H -0.2 0.0 -0.1
H 0.9 1.0 -0.9
H 0.0 -0.1 -0.1
H 0.9 2.6 -0.3
H -0.1 -0.1 -0.1
H -0.1 0.1 -0.1
H -1.5 -0.5 -1.1
H -0.1 0.0 0.1
H -0.1 -0.2 0.0
H -0.1 -0.2 0.1
H -1.9 -0.9 -0.2
H -0.1 0.0 -0.1
H -0.1 0.0 0.2
H -0.1 0.0 0.2
H 0.1 -0.2 -0.1
H -0.2 0.1 0.0
H 0.0 0.1 0.1
H -0.1 -0.1 0.0
H 0.0 -0.1 0.1
H -0.4 -0.3 -2.0
H -0.1 0.1 0.0
H 0.0 0.0 0.1
H 0.1 0.0 -0.2

Calculated values
HOMO energy   -10.6 eV
Maximum force   6.762 eV/A
Spin multiplicity   1
LUMO energy   -5.14 eV
Frontier orbital gap   5.47 eV
E_tot   -2701.15760 Ha
Charge   +1